No. 1
A structure of composition C25H22N5O3ReS3 at a distorted geometry. Source: the Open Molecules 2025 dataset; level of theory: wB97M-V/def2-TZVPD.

XYZ file:
```
59
Properties=species:S:1:pos:R:3:forces:R:3:lowdin_charge:R:1
Re -0.063 -0.207 0.009 -0.5 -1.1 0.5 1.31
N -2.229 -0.588 0.129 0.0 0.0 0.1 -0.09
C -2.505 -1.223 1.439 0.1 0.1 0.1 -0.13
C -1.577 -0.648 2.513 0.0 -0.2 -0.1 -0.54
O -1.937 -0.616 3.676 0.0 0.0 0.0 0.06
N -0.373 -0.237 2.025 0.1 0.0 0.3 -0.17
C 0.498 0.403 2.998 -0.4 0.1 -0.1 -0.10
C 0.919 1.768 2.519 0.4 -0.2 0.2 -0.44
O 1.890 2.371 2.860 -0.2 0.0 0.0 0.17
O 0.051 2.233 1.554 -0.2 -0.1 -0.4 0.02
H -2.671 0.325 0.126 -0.1 0.0 -0.1 0.10
H -2.676 -1.118 -0.613 0.1 -0.1 0.0 0.10
H -2.308 -2.291 1.352 0.0 0.0 0.0 0.10
H -3.535 -1.085 1.764 0.0 0.0 0.0 0.13
H 1.409 -0.169 3.176 0.0 0.0 0.0 0.14
H -0.029 0.500 3.951 0.1 0.1 0.1 0.14
S 4.133 1.975 0.020 -0.2 -0.1 0.1 1.19
C 4.321 0.262 0.108 -0.2 0.1 -0.1 -0.44
C 5.501 -0.473 0.125 0.0 0.0 0.0 -0.07
C 5.406 -1.848 0.174 0.1 0.1 0.0 -0.07
C 4.157 -2.473 0.220 -0.1 0.0 0.0 -0.06
C 2.989 -1.739 0.212 -0.1 0.0 0.0 -0.02
C 3.062 -0.347 0.142 0.4 -0.1 0.0 -0.28
N 1.981 0.543 0.076 0.1 0.0 0.0 -0.05
C 2.412 1.787 0.010 0.4 -0.2 -0.1 -0.50
C 1.629 3.028 -0.063 -0.2 0.1 0.1 -0.19
C 2.049 4.069 -0.895 0.0 -0.1 0.0 -0.06
C 1.339 5.253 -0.967 0.0 0.1 0.0 -0.06
C 0.199 5.428 -0.195 0.0 0.0 0.0 -0.04
C -0.220 4.421 0.659 -0.1 0.0 0.1 0.02
C 0.495 3.242 0.724 0.2 0.0 -0.1 -0.22
H 6.457 0.032 0.097 0.0 -0.1 0.0 0.12
H 6.308 -2.445 0.177 0.0 0.0 0.0 0.11
H 4.108 -3.553 0.258 0.0 0.0 0.0 0.11
H 2.022 -2.217 0.266 0.1 0.0 0.0 0.07
H 2.934 3.933 -1.505 0.0 0.0 0.0 0.11
H 1.673 6.043 -1.626 0.0 0.0 0.0 0.11
H -0.358 6.353 -0.246 0.0 0.0 0.0 0.12
H -1.089 4.548 1.291 0.0 0.0 0.0 0.13
C -0.170 -3.886 1.742 0.0 0.0 0.1 -0.06
C -0.147 -3.806 0.256 0.0 -0.5 0.0 -0.62
N -0.138 -2.699 -0.423 0.0 1.7 -0.2 -0.01
C -0.102 -2.905 -1.785 0.0 -0.5 0.0 -0.33
C -0.096 -4.217 -2.144 0.0 0.0 0.1 -0.32
S -0.126 -5.214 -0.755 0.0 0.5 0.2 1.12
C -0.043 -1.749 -2.668 0.0 0.0 -0.3 -0.32
C -0.031 -1.779 -4.023 0.0 0.1 -0.1 -0.32
S 0.044 -0.194 -4.653 0.0 0.0 0.3 1.13
C 0.074 0.444 -3.060 0.0 -0.1 -0.3 -0.61
N 0.023 -0.477 -2.120 0.1 0.3 -0.4 -0.11
C 0.170 1.909 -2.823 0.0 0.0 0.0 -0.07
H -0.052 -2.889 2.163 0.0 0.0 0.0 0.07
H 0.630 -4.528 2.110 0.0 0.0 0.0 0.09
H -1.113 -4.312 2.090 0.0 0.0 0.0 0.09
H -0.068 -4.645 -3.133 0.0 0.0 0.0 0.08
H -0.072 -2.636 -4.674 0.0 0.0 0.0 0.09
H -0.184 2.467 -3.689 0.0 0.0 0.0 0.09
H 1.208 2.190 -2.644 0.0 0.0 0.0 0.08
H -0.415 2.198 -1.950 0.0 0.0 0.0 0.07
```
Positions in Å, forces in eV/Å.

Summary:
- LUMO (alpha / beta) (eV) = -2.82 / -2.87
- HOMO (alpha / beta) (eV) = -9.91 / -9.62
- maximum force (eV/A) = 1.75
- Kohn-Sham gap (alpha / beta) (eV) = 7.09 / 6.75
- charge = +1
- 2S+1 = 2

---

No. 2
A structure of composition C25H22N5O4S3Zn. Source: the Open Molecules 2025 dataset; level of theory: wB97M-V/def2-TZVPD.

XYZ file:
```
60
Properties=species:S:1:pos:R:3:forces:R:3:lowdin_charge:R:1
Zn 0.825 0.442 0.168 0.0 -0.2 0.1 0.59
O 4.393 2.520 -3.410 0.0 0.0 0.0 0.03
C 4.830 3.038 -2.251 0.0 0.0 0.0 -0.28
C 6.010 3.786 -2.273 0.0 0.0 0.0 -0.03
C 6.515 4.341 -1.113 0.0 0.0 0.0 -0.11
C 5.855 4.166 0.101 0.0 0.0 0.0 -0.11
C 4.685 3.428 0.125 0.0 0.0 0.0 -0.04
C 4.154 2.856 -1.030 0.0 0.0 0.0 -0.08
C 2.884 2.081 -0.916 0.1 0.0 0.1 -0.45
O 2.331 1.980 0.224 -0.1 0.0 -0.2 -0.10
N 2.431 1.549 -2.040 -0.2 -0.1 0.1 0.04
N 1.234 0.899 -1.794 0.1 0.0 -0.2 -0.05
C 0.499 0.574 -2.787 -0.1 0.0 0.0 -0.07
C -0.844 0.044 -2.656 0.1 0.0 0.0 -0.16
C -1.447 -0.468 -3.814 0.0 0.0 0.0 -0.07
C -2.740 -0.939 -3.823 0.0 0.0 0.1 -0.12
C -3.475 -0.876 -2.631 0.0 0.0 -0.1 -0.10
C -2.922 -0.360 -1.485 0.0 0.0 0.0 -0.04
C -1.586 0.111 -1.436 0.1 0.0 0.0 -0.39
O -1.128 0.599 -0.327 0.1 0.1 0.1 -0.17
H 3.543 2.032 -3.202 0.1 0.0 0.0 0.06
H 6.512 3.913 -3.224 0.0 0.0 0.0 0.11
H 7.433 4.916 -1.154 0.0 0.0 0.0 0.09
H 6.249 4.598 1.011 0.0 0.0 0.0 0.09
H 4.140 3.272 1.047 0.0 0.0 0.0 0.11
H 0.887 0.753 -3.792 0.0 0.0 0.0 0.13
H -0.859 -0.488 -4.727 0.0 0.0 0.0 0.10
H -3.178 -1.343 -4.726 0.0 0.0 0.0 0.09
H -4.495 -1.244 -2.611 0.0 0.0 0.0 0.09
H -3.487 -0.310 -0.562 0.0 0.0 0.0 0.10
C -0.905 3.765 1.887 0.0 -0.1 0.0 -0.03
C -0.333 2.432 2.003 0.0 0.2 0.1 -0.20
N 0.146 1.393 2.063 0.0 0.0 0.1 0.18
H -1.658 3.754 1.101 0.0 0.0 0.0 0.09
H -0.117 4.469 1.624 0.0 0.0 0.0 0.09
H -1.364 4.061 2.828 0.0 0.0 0.0 0.08
S -2.273 -2.794 4.877 0.0 0.0 0.0 0.52
C -1.748 -2.791 3.293 -0.1 0.0 0.0 -1.11
S -0.176 -2.258 2.821 0.2 0.1 -0.1 0.97
C -0.542 -2.525 1.124 -0.1 0.2 0.1 -1.07
N -1.741 -2.974 0.949 0.1 0.0 0.1 0.02
N -2.399 -3.133 2.159 -0.2 -0.1 -0.1 -0.15
C -3.754 -3.565 2.047 0.0 0.0 0.0 -0.20
C -4.326 -4.396 2.997 0.0 -0.1 0.1 -0.05
C -5.644 -4.803 2.840 0.0 0.0 0.0 -0.09
C -6.387 -4.394 1.743 0.0 0.0 0.0 -0.11
C -5.798 -3.574 0.789 0.0 0.0 0.0 -0.09
C -4.485 -3.158 0.936 0.0 0.0 0.0 -0.01
S 0.586 -2.197 -0.140 0.0 0.0 0.0 0.61
H -3.750 -4.715 3.853 0.0 0.0 0.0 0.06
H -6.088 -5.450 3.586 0.0 0.0 0.0 0.10
H -7.415 -4.715 1.628 0.0 0.0 0.0 0.09
H -6.362 -3.254 -0.079 0.0 0.0 0.0 0.10
H -4.006 -2.538 0.192 0.0 0.0 0.0 0.09
C 3.856 -0.209 1.388 -0.1 0.0 0.0 -0.13
O 2.477 -0.562 1.432 0.1 0.1 0.0 -0.25
H 4.448 -0.896 1.997 0.0 0.0 0.0 0.08
H 3.946 0.797 1.785 0.0 0.0 0.0 0.07
H 4.239 -0.208 0.365 0.0 0.0 0.0 0.09
H 2.324 -1.435 1.020 0.0 0.0 0.0 -0.04
```
Positions in Å, forces in eV/Å.

Summary:
- LUMO (eV) = 2.35
- HOMO (eV) = -4.73
- maximum force (eV/A) = 0.25
- Kohn-Sham gap (eV) = 7.08
- charge = -1

---

No. 3
A structure of composition C25H23CoN5OTe at a distorted geometry. Source: the Open Molecules 2025 dataset; level of theory: wB97M-V/def2-TZVPD.

XYZ file:
```
56
Properties=species:S:1:pos:R:3:forces:R:3:lowdin_charge:R:1
Co 1.003 -0.046 -0.770 0.1 0.1 0.0 0.48
C -3.149 -0.633 3.257 -0.8 -0.7 0.5 -0.16
C -3.027 -0.221 1.955 0.7 0.7 -0.9 -0.12
C -1.770 -0.101 1.360 -0.1 -0.5 0.8 -0.05
C -0.591 -0.508 2.045 0.7 -0.2 0.2 -0.26
C -0.725 -0.843 3.429 -1.7 0.5 -1.0 -0.03
C -2.019 -0.908 4.001 1.7 0.3 -1.6 -0.11
N 0.638 -0.563 1.341 -2.3 0.9 -0.3 -0.14
N 1.684 -0.959 2.016 0.4 -0.3 1.1 0.01
C 2.855 -0.814 1.309 0.5 0.1 -0.8 -0.34
C 4.057 -1.239 1.884 0.2 0.5 -0.1 -0.08
C 5.252 -1.048 1.230 0.0 0.0 0.5 -0.14
C 5.259 -0.475 -0.025 0.8 -0.1 -0.3 -0.15
C 4.091 -0.048 -0.635 0.0 -0.3 0.8 -0.17
C 2.879 -0.212 0.019 -1.0 -0.1 -0.1 -0.19
H -4.153 -0.833 3.636 0.3 0.3 0.2 0.09
H -3.921 0.093 1.415 0.2 -0.2 -0.1 0.10
H -1.694 0.311 0.381 0.1 0.1 -0.7 0.07
H 0.152 -0.979 4.008 0.6 -0.4 0.4 0.07
H -2.084 -1.178 5.008 -0.2 -0.4 1.5 0.07
H 4.106 -1.608 2.876 -0.3 -0.5 0.9 0.08
H 6.169 -1.257 1.786 -0.1 -0.2 -0.5 0.09
H 6.210 -0.407 -0.518 0.4 0.3 -0.4 0.08
H 4.154 0.433 -1.596 -0.1 0.0 -0.4 0.05
C -1.523 -3.724 -0.695 1.1 0.4 1.6 -0.06
C -2.274 -3.710 -1.827 0.5 0.7 -0.9 -0.06
C -2.015 -2.673 -2.747 -0.8 0.2 -0.2 -0.02
C -1.203 -1.610 -2.391 0.5 -0.1 0.9 -0.26
N -0.451 -1.651 -1.246 -0.5 0.6 -0.7 0.05
C -0.597 -2.680 -0.443 0.1 -1.0 0.5 -0.11
C -1.374 -0.309 -3.094 -0.8 -0.3 -0.5 -0.27
C -2.710 0.098 -3.198 0.0 0.6 0.3 -0.06
C -3.047 1.331 -3.720 0.9 -0.2 -0.8 -0.10
C -2.048 2.124 -4.302 -0.7 0.7 0.2 -0.11
C -0.746 1.697 -4.298 0.7 -0.7 0.1 -0.16
C -0.398 0.471 -3.689 0.6 0.3 0.2 -0.64
H -1.598 -4.472 0.096 -0.2 0.1 -0.4 0.10
H -3.038 -4.445 -1.986 -0.2 -0.3 -0.3 0.10
H -2.544 -2.537 -3.702 0.1 -0.4 0.6 0.12
H 0.027 -2.682 0.479 -0.6 0.0 -0.8 0.12
H -3.481 -0.522 -2.778 -0.2 -0.2 0.1 0.10
H -4.062 1.630 -3.807 -0.8 0.2 0.2 0.08
H -2.319 3.119 -4.699 0.2 -0.7 0.1 0.10
H 0.080 2.241 -4.759 -0.4 0.1 0.1 0.08
C 1.300 2.612 2.861 -0.9 0.9 0.3 -0.07
N 1.287 2.360 1.450 0.0 -0.4 -0.7 0.03
C 0.381 2.764 0.534 -0.2 1.0 -0.2 -0.56
N -0.108 4.088 0.649 0.1 -0.9 -0.4 0.15
O 0.036 2.034 -0.407 0.2 0.2 0.2 -0.03
H 2.136 2.101 3.298 0.4 -0.2 0.1 0.08
H 0.380 2.219 3.322 0.2 0.3 0.1 0.09
H 1.410 3.691 3.057 -0.1 -0.3 0.1 0.08
H 1.525 1.405 1.224 0.3 -0.4 0.0 0.06
H 0.522 4.743 1.100 -0.2 -0.2 -0.2 0.08
H -0.528 4.431 -0.220 0.3 -0.3 0.6 0.10
Te 1.608 -0.103 -3.472 0.4 0.2 -0.1 0.75
```
Positions in Å, forces in eV/Å.

Summary:
- LUMO (alpha / beta) (eV) = 2.75 / 2.73
- HOMO (alpha / beta) (eV) = -2.56 / -3.92
- maximum force (eV/A) = 2.47
- Kohn-Sham gap (alpha / beta) (eV) = 5.31 / 6.65
- charge = -1
- 2S+1 = 5

---

No. 4
A structure of composition C25H23F3N5ORhS at a distorted geometry. Source: the Open Molecules 2025 dataset; level of theory: wB97M-V/def2-TZVPD.

XYZ file:
```
59
Properties=species:S:1:pos:R:3:forces:R:3:lowdin_charge:R:1
Rh -0.297 -0.118 0.415 0.6 -1.6 -0.3 0.76
N -2.963 -3.511 1.418 0.0 0.2 -0.1 0.18
C -2.000 -2.603 1.131 0.0 -0.4 0.2 -0.51
O -2.270 -1.418 0.987 0.3 0.7 -0.2 0.01
C -0.589 -3.116 1.043 -0.1 0.0 0.0 -0.19
C 0.272 -2.205 0.203 0.2 1.1 1.0 -0.25
H -3.915 -3.201 1.508 0.0 0.0 0.0 0.11
H -2.749 -4.478 1.569 0.0 0.0 0.0 0.10
H -0.600 -4.139 0.657 0.0 -0.1 0.1 0.11
H -0.213 -3.156 2.069 0.0 0.0 0.0 0.11
H 0.108 -2.347 -0.866 -0.1 0.2 -0.1 0.07
H 1.329 -2.325 0.430 0.1 -0.2 -0.1 0.01
C 2.262 5.438 0.252 -0.1 -0.1 0.0 0.00
C 2.765 4.052 0.099 -0.3 -0.1 0.0 -0.33
N 3.995 3.697 -0.056 0.1 -0.3 0.0 0.13
N 3.931 2.330 -0.143 0.4 0.1 -0.1 0.02
C 2.698 1.824 -0.039 -0.1 0.1 0.0 -0.73
S 2.245 0.209 -0.144 -0.9 0.0 0.4 0.71
N 1.940 2.939 0.121 -0.2 0.3 0.1 -0.08
N 0.583 2.888 0.372 0.0 0.1 0.0 0.12
H 3.098 6.129 0.207 0.0 0.0 0.0 0.09
H 1.748 5.563 1.206 0.0 0.0 0.0 0.08
H 1.556 5.676 -0.545 0.0 0.0 0.0 0.09
H 4.768 1.794 -0.273 0.1 0.0 0.0 0.15
H 0.307 3.617 1.009 0.0 0.1 0.2 0.10
H 0.022 2.889 -0.472 0.0 -0.1 -0.2 0.08
C 1.291 -1.351 5.646 0.0 -0.1 -0.1 -0.09
C 1.630 -1.772 4.336 0.0 0.1 0.2 -0.08
C 1.076 -1.155 3.252 0.0 0.0 0.0 -0.06
C 0.146 -0.090 3.403 0.2 0.0 0.2 -0.16
C -0.456 0.567 2.296 0.5 -1.4 -0.6 -0.20
C -1.344 1.574 2.498 -0.3 0.4 0.1 -0.12
C -1.670 2.000 3.809 0.1 0.0 -0.1 -0.08
C -1.103 1.400 4.894 0.0 0.0 0.0 -0.05
C -0.184 0.334 4.718 0.0 0.0 0.0 -0.17
C 0.412 -0.325 5.826 0.0 0.1 0.0 -0.05
H 1.736 -1.842 6.503 0.0 0.0 0.0 0.10
H 2.340 -2.579 4.201 0.0 0.0 0.0 0.10
H 1.343 -1.461 2.250 0.0 0.1 0.1 0.05
H -1.830 2.054 1.654 0.0 -0.1 0.0 0.08
H -2.392 2.799 3.937 0.0 0.0 0.0 0.10
H -1.351 1.722 5.899 0.0 0.0 0.0 0.11
H 0.161 0.010 6.826 0.0 0.0 0.0 0.11
F -6.526 6.375 -2.596 -0.1 0.0 0.0 0.13
C -6.618 5.570 -1.524 0.1 -0.1 0.0 -0.58
F -6.607 6.364 -0.432 0.0 0.0 0.0 0.13
F -7.836 4.992 -1.561 0.0 0.0 0.0 0.14
C -5.520 4.552 -1.475 0.0 0.0 -0.1 -0.14
C -5.530 3.608 -0.457 0.0 -0.1 0.1 -0.01
C -4.516 2.671 -0.375 -0.1 0.0 0.0 -0.02
C -3.468 2.668 -1.306 0.2 -0.2 0.2 -0.26
C -3.486 3.612 -2.332 -0.1 0.1 -0.1 -0.03
C -4.507 4.548 -2.419 0.1 -0.1 0.0 -0.01
C -2.386 1.731 -1.151 -0.3 0.3 -0.3 -0.18
C -1.462 0.951 -0.963 -0.5 0.9 -0.4 -0.15
H -6.337 3.607 0.267 0.0 0.0 0.0 0.12
H -4.514 1.923 0.409 0.0 0.0 0.0 0.12
H -2.693 3.601 -3.069 0.0 0.0 0.0 0.11
H -4.516 5.273 -3.221 0.0 0.0 0.0 0.12
```
Positions in Å, forces in eV/Å.

Summary:
- LUMO (alpha / beta) (eV) = 0.07 / -0.07
- HOMO (alpha / beta) (eV) = -6.91 / -7.16
- maximum force (eV/A) = 1.72
- Kohn-Sham gap (alpha / beta) (eV) = 6.98 / 7.09

---

- Number 4 is which compound?
  C25H23F3N5ORhS

---

- The highest maximum force belongs to which entry?
  C25H23CoN5OTe